The following is a DFT calculation (ωB97M-V with the def2-TZVPD basis set) of a structure of composition C22H50AlBr4I2O8PSi2 at a distorted geometry.

F_max in hartree/bohr: 0.1872
Frontier orbital gap in eV: 3.1
Net charge: +2
Highest occupied orbital energy in eV: -11.68

The geometry in XYZ format:
```
90
Properties=species:S:1:pos:R:3:forces:R:3
C 3.249419 -1.992595 -2.458496 -4.2 5.0 1.5
C 2.260436 -1.125800 -2.285969 5.3 -3.9 -1.0
Si 1.176135 0.475625 -2.173148 1.6 -2.4 1.0
C 2.212163 1.983267 -1.657315 0.8 1.4 -0.8
C 3.823518 1.803245 -1.952311 0.2 0.7 0.0
C 4.610234 1.734134 -0.539914 -1.0 0.8 -0.9
C 4.909758 3.285935 -0.096768 0.3 -1.3 0.6
C 6.502518 3.525433 -0.231023 -0.5 0.0 -0.2
O 6.798666 4.953349 -0.254722 0.4 -1.4 1.7
C 6.958817 5.472564 1.112684 -0.6 0.4 -0.3
O -0.209406 0.079896 -1.257170 0.8 2.7 -0.1
Si -1.100392 1.354695 -0.527568 -0.8 -1.2 0.7
C -0.919911 3.134663 -1.196654 -0.7 1.1 -2.5
Br -0.249653 4.503420 0.089870 -0.1 -0.8 -0.7
C -2.390948 3.717893 -1.704375 1.1 2.0 2.0
C -3.466116 3.821143 -0.528490 -0.2 0.1 -0.6
Br -3.079570 2.779230 -3.350751 0.5 0.2 1.1
C -0.841181 1.125521 1.412992 1.5 -1.2 -0.7
I -2.148533 2.344274 2.671944 0.5 -0.7 -0.7
C 0.724879 1.131973 1.834361 -0.5 -2.6 1.0
C 0.959947 -0.195263 2.780538 -0.8 1.0 0.7
I 1.268696 2.822971 3.172076 0.3 -0.6 -0.7
H 4.259265 -2.558958 -2.419512 -2.5 1.0 -0.3
H 0.745618 0.717282 -3.571823 -0.2 0.1 -0.1
H 2.058511 2.371248 -0.587296 0.2 -0.6 -1.5
H 1.893239 2.864602 -2.357741 0.3 -1.5 1.3
H 4.051955 0.942781 -2.677798 -0.5 1.1 1.3
H 4.182355 2.774131 -2.491833 -0.7 -1.8 0.9
H 3.871047 1.263443 0.223796 1.6 0.4 -1.2
H 5.576297 1.129729 -0.680057 -1.5 0.9 0.6
H 4.298362 4.034773 -0.740761 1.2 -1.3 1.1
H 4.569255 3.351448 1.015806 0.7 0.3 -1.9
H 7.044830 2.972677 0.641963 -0.9 1.0 -1.4
H 6.900667 3.059206 -1.217721 -0.8 1.0 1.6
H 7.466880 6.512613 1.015974 -0.9 -1.9 0.3
H 5.895864 5.584274 1.565200 1.8 0.0 -0.5
H 7.568372 4.755305 1.775283 -0.8 1.1 -1.1
H -2.528720 0.999674 -0.705333 0.6 0.1 -0.4
H -0.256569 3.264344 -2.149498 -0.9 -0.4 1.9
H -2.160507 4.808273 -2.046764 -0.5 -2.1 0.3
H -4.381675 4.423139 -0.959820 1.7 -0.8 0.7
H -3.918152 2.807207 -0.211664 1.2 2.1 -0.7
H -3.097856 4.442520 0.379646 -0.2 -1.1 -1.6
H -1.205436 0.028611 1.595631 0.4 2.0 -0.2
H 1.460269 1.004670 0.962570 -1.2 1.0 1.2
H 1.934794 -0.087647 3.376343 -1.4 -0.5 -1.2
H 0.866237 -1.178856 2.187889 0.4 1.7 0.7
H 0.097236 -0.176910 3.557189 1.5 -0.1 -1.2
O 0.138004 6.133922 5.149730 0.0 0.1 -0.2
H 0.603054 6.976071 4.928688 -0.1 -0.2 0.1
H 0.594510 5.352896 4.750090 -0.1 0.1 0.0
H -0.812812 6.168207 4.889409 0.3 0.0 0.1
Br -4.129896 1.191676 1.329667 -0.9 -0.5 0.7
Al -0.936338 1.301894 -4.782857 -0.4 0.0 -0.4
C -6.766436 1.881540 4.116922 -0.2 0.0 0.0
C -6.032824 1.530214 5.395603 0.0 0.1 -0.4
O -5.026869 0.557526 5.133562 0.4 -0.1 0.1
H -7.226073 0.990406 3.680853 0.0 0.1 0.1
H -7.545744 2.623949 4.305411 0.0 0.0 -0.1
H -6.073439 2.280711 3.369716 -0.1 0.1 0.1
H -6.724100 1.112207 6.130459 0.2 -0.1 0.0
H -5.559747 2.416289 5.831659 -0.2 0.1 0.1
H -4.412802 0.936782 4.489108 -0.3 -0.2 0.1
O -0.131531 -6.350756 -0.192658 -0.5 4.4 0.6
P -0.322484 -5.638754 -1.539268 1.0 -8.6 -4.2
O -1.508630 -6.651449 -2.116618 -0.5 1.3 0.6
C -2.583241 -7.075218 -1.287752 -0.5 -0.4 0.1
C -3.833236 -6.269018 -1.579864 -0.1 0.1 -0.1
O 0.966369 -6.342710 -2.302553 -0.2 1.8 0.2
C 2.140015 -6.672804 -1.570382 0.3 -0.5 0.2
C 2.154135 -8.160426 -1.270909 -0.1 -0.2 0.0
O -0.505475 -4.759420 -3.002421 0.4 1.9 2.8
C -1.620614 -3.899892 -3.154324 -0.3 0.2 -0.2
C -1.733472 -2.892594 -2.026754 0.1 0.1 0.0
H -2.345894 -7.009597 -0.224329 0.2 0.0 -0.1
H -2.769705 -8.128372 -1.515885 0.1 0.1 0.0
H -3.692223 -5.221514 -1.296855 0.0 0.0 0.1
H -4.686296 -6.661229 -1.020725 0.1 0.0 0.0
H -4.072560 -6.291734 -2.646609 0.0 -0.1 0.1
H 2.219606 -6.077596 -0.656864 -0.1 -0.1 0.0
H 3.002370 -6.419772 -2.194237 -0.1 0.1 -0.1
H 1.249381 -8.472979 -0.743300 0.1 0.2 0.1
H 3.022448 -8.428196 -0.664069 0.0 0.0 -0.1
H 2.185289 -8.734947 -2.200869 0.1 0.1 0.1
H -2.533341 -4.489608 -3.253575 0.0 -0.1 0.1
H -1.487376 -3.364822 -4.099134 0.2 -0.2 0.0
H -1.894864 -3.387624 -1.063903 -0.1 -0.1 0.0
H -2.568360 -2.210615 -2.206738 0.0 0.0 0.1
H -0.813795 -2.307940 -1.937115 0.0 -0.1 -0.1
Br -6.198760 3.665824 -1.305927 -1.1 -0.4 -0.2
```
Positions in Å, forces in eV/Å.

Results of the Mulliken charge analysis, in e, for atoms 1 through 2: -0.02 -0.55

The following is a DFT calculation (ωB97M-V with the def2-TZVPD basis set) of the molecule C4H8N2O at a distorted geometry.

F_max in hartree/bohr: 0.0901
Relative energy (zero: lowest compared OMol25 entry of this formula, charge and spin) in kcal/mol: 131.6
Frontier orbital gap (alpha / beta) in eV: 7.9 / 7.9
Net charge: 0
Highest occupied orbital energy (alpha / beta) in eV: -8.68 / -8.68
SMILES: CNC/C=C\N=O

The geometry in XYZ format:
```
15
Properties=species:S:1:pos:R:3:forces:R:3
C -0.125249 2.267052 -1.086924 0.7 -1.8 -1.2
N -0.665371 0.906295 -0.915304 0.3 -0.8 1.0
C 0.289191 -0.050797 -0.226302 -2.0 -0.7 -3.5
C -0.255377 -1.438015 0.043151 1.3 3.1 3.1
C 0.055262 -1.923144 1.249725 -1.6 -1.3 -0.7
N 0.764907 -1.315263 2.247687 1.3 1.6 1.2
O 0.780904 -1.827077 3.357960 -0.5 -0.2 -1.3
H 0.680508 2.322143 -0.351685 -0.4 0.9 0.1
H 0.317642 2.492522 -2.096805 -0.2 -0.4 0.7
H -0.990592 2.864445 -0.988454 -0.3 1.5 0.6
H -1.136096 0.540051 -1.748917 0.6 0.0 0.6
H 0.738796 0.396548 0.658793 0.1 -0.2 -0.5
H 0.904487 -0.431900 -1.041996 1.8 0.9 0.1
H -0.845971 -2.040945 -0.574243 -0.8 -0.4 -1.2
H -0.513042 -2.761916 1.473313 -0.3 -2.2 1.0
```
Positions in Å, forces in eV/Å.

Results of the Mulliken charge analysis, in e, for atoms 1 through 2: -0.75 -0.41

The following is a DFT calculation (ωB97M-V with the def2-TZVPD basis set) of a cluster of 2 separate species, CH2NO3S in total at a distorted geometry.

F_max in hartree/bohr: 0.0985
Relative energy (zero: lowest compared OMol25 entry of this formula, charge and spin) in kcal/mol: 112.7
Frontier orbital gap in eV: 5.3
Net charge: -1
Highest occupied orbital energy in eV: -2.68

The geometry in XYZ format:
```
8
Properties=species:S:1:pos:R:3:forces:R:3
C 1.162251 -0.058910 0.518246 0.2 -0.3 -2.7
N -2.650402 0.442097 -0.347649 0.0 3.9 -0.1
O -3.807847 0.269772 -0.763519 0.4 -1.7 0.2
O -1.861438 -0.446704 -0.051841 -0.4 -2.3 -0.1
O 3.575538 0.027254 -0.216440 1.1 0.2 -1.3
S 2.238297 -0.311623 -0.749793 -1.2 0.9 4.8
H 1.105292 0.549385 1.459427 0.9 -0.9 -1.1
H 0.238311 -0.471274 0.151566 -1.0 0.2 0.3
```
Positions in Å, forces in eV/Å.

Results of the Mulliken charge analysis, in e, for atoms 1 through 2: -0.34 0.00

The following is a DFT calculation (ωB97M-V with the def2-TZVPD basis set) of the ion C5H12NSi with charge +1 at a distorted geometry.

F_max in hartree/bohr: 0.0611
Relative energy (zero: lowest compared OMol25 entry of this formula, charge and spin) in kcal/mol: 45.7
Frontier orbital gap in eV: 9.3
Net charge: +1
Highest occupied orbital energy in eV: -14.08
SMILES: C#[N+]C[Si](C)(C)C

The geometry in XYZ format:
```
19
Properties=species:S:1:pos:R:3:forces:R:3
C -3.318948 0.739689 -0.488962 1.9 -2.2 -0.3
N -2.636940 -0.168463 -0.272917 0.9 1.0 0.7
C -1.105581 -1.113356 0.049086 -0.2 2.5 -0.1
Si 0.552271 -0.062952 0.148042 -0.1 -0.8 0.1
C 0.287863 0.957959 -1.404573 2.3 1.0 1.8
C 0.767029 0.654342 1.905401 -0.9 1.2 -1.2
C 1.952052 -1.292128 -0.126564 -1.6 0.2 -1.0
H -3.813366 1.566890 -0.951316 -0.5 0.2 0.3
H -1.223465 -1.555341 0.997822 -1.2 -1.2 0.6
H -1.058249 -1.618294 -0.876633 -0.5 -1.2 -0.6
H 0.527108 1.974863 -1.077820 -0.7 0.4 -0.4
H 1.002154 0.787725 -2.192331 0.3 -0.5 -0.2
H -0.673817 0.809707 -1.762258 -1.8 0.2 -0.7
H 1.639480 1.361999 1.810294 -1.0 -0.4 0.5
H -0.204601 1.182147 2.032972 0.7 0.6 0.0
H 0.792773 0.092190 2.845054 0.5 -0.6 -0.7
H 2.324641 -1.362746 0.889082 0.8 -0.6 -0.3
H 1.652639 -2.227606 -0.652755 0.4 0.4 0.8
H 2.536953 -0.726622 -0.871626 0.5 -0.3 0.7
```
Positions in Å, forces in eV/Å.

Results of the Mulliken charge analysis, in e, for atoms 1 through 2: 0.16 -0.21

Look up the F_max of the second one.
0.0901 hartree/bohr

Which value of F_max does entry 1 give?
0.1872 hartree/bohr

The lowest net charge belongs to which entry?
CH2NO3S